1.
ORCA calculation (ωB97M-V/def2-TZVPD) on a 12-piece molecular cluster, C32H76N9O9 overall.

Geometry as XYZ:
```
126
Properties=species:S:1:pos:R:3:lowdin_charge:R:1
N 2.76530 3.48896 0.21769 0.34
H 3.67774 3.08979 0.38566 0.15
H 2.91935 4.30107 -0.36270 0.15
H 2.43562 3.76581 1.13134 0.15
H 2.08256 2.82007 -0.10874 0.14
C 3.57653 3.29995 -9.38157 0.02
N 2.81589 2.87389 -8.14709 -0.32
C 2.23913 4.14156 -7.41862 0.03
C 1.59551 1.98733 -8.47083 0.04
C 3.82363 2.18555 -7.23045 -0.08
C 3.39228 1.87528 -5.71277 -0.23
O 2.38887 0.93470 -5.72083 -0.05
H 4.01450 2.39312 -9.79863 0.11
H 4.36887 3.97597 -9.06016 0.12
H 2.85071 3.66379 -10.10882 0.11
H 3.04216 4.61320 -6.85223 0.10
H 1.47833 3.82126 -6.70680 0.10
H 1.80313 4.95064 -8.00463 0.11
H 1.02132 1.75265 -7.57455 0.10
H 1.84831 1.12560 -9.08859 0.12
H 0.99102 2.70416 -9.02655 0.10
H 4.60239 2.92318 -7.03672 0.12
H 4.38577 1.40878 -7.74882 0.14
H 2.99843 2.80560 -5.30353 0.10
H 4.20863 1.54722 -5.06932 0.13
H 1.98471 0.92849 -4.85008 0.11
C -0.04378 -0.41852 2.42002 -0.17
C -0.39140 -0.92000 1.03920 -0.57
O 0.23089 -0.20156 -0.00501 -0.47
H -0.40668 0.60140 2.54723 0.05
H 1.01886 -0.48233 2.65419 0.05
H -0.59587 -1.01335 3.14767 0.05
H -1.48076 -0.89893 1.00867 0.07
H -0.07784 -1.96389 1.04873 0.07
C -6.59058 -2.37971 3.21249 -0.34
O -6.09103 -1.74685 4.14048 -0.01
N -7.58014 -3.25026 3.39977 -0.20
C -8.17539 -4.05976 2.34254 -0.05
C -8.16449 -3.40882 4.68197 -0.07
H -6.21326 -2.44537 2.18025 0.13
H -7.62088 -4.01770 1.40507 0.08
H -9.19705 -3.75030 2.12220 0.09
H -8.23606 -5.08615 2.70440 0.09
H -8.11522 -4.44883 5.00451 0.09
H -7.64566 -2.79535 5.41856 0.09
H -9.22133 -3.16743 4.79556 0.09
C 6.06612 -0.81864 -0.30241 -0.31
O 6.32284 0.17139 0.34371 0.00
N 6.98049 -1.40480 -1.18482 -0.20
C 6.59050 -2.38187 -2.14263 -0.10
C 8.35871 -0.98167 -1.32985 -0.06
H 5.10366 -1.34779 -0.22583 0.14
H 7.01583 -3.35048 -1.87994 0.09
H 6.96278 -2.12808 -3.13515 0.08
H 5.52681 -2.57741 -2.27845 0.09
H 9.04764 -1.80238 -1.13008 0.09
H 8.57540 -0.54700 -2.30566 0.09
H 8.59930 -0.20165 -0.60750 0.08
C 1.43750 -8.65910 -0.89246 -0.30
O 1.14767 -9.78297 -0.42680 -0.03
N 0.55795 -7.90617 -1.61465 -0.19
C -0.71205 -8.44445 -2.08392 -0.06
C 0.83470 -6.56910 -2.13993 -0.07
H 2.39608 -8.16638 -0.66763 0.13
H -0.91265 -8.65056 -3.13529 0.09
H -1.47284 -7.71413 -1.80836 0.08
H -0.99955 -9.32751 -1.51325 0.09
H -0.03768 -5.93362 -1.98754 0.08
H 1.57357 -5.91350 -1.67909 0.08
H 1.19253 -6.67549 -3.16401 0.09
C 0.17578 6.08759 5.44581 -0.36
O 0.80152 5.74156 4.46029 -0.02
N -0.20873 7.36326 5.75081 -0.16
C 0.06050 8.57503 4.86881 -0.02
C -0.91955 7.57687 7.05526 -0.05
H -0.24719 5.35287 6.14830 0.13
H 0.56804 8.34046 3.93314 0.07
H 0.69887 9.32963 5.32832 0.08
H -0.87097 9.02480 4.52502 0.08
H -0.57990 8.48377 7.55553 0.08
H -1.98208 7.75144 6.88595 0.08
H -0.70130 6.74871 7.72952 0.08
C 6.09194 0.44732 8.73632 -0.35
O 6.06657 0.69646 9.93730 0.01
N 5.06973 0.36519 7.86082 -0.19
C 5.34456 0.23600 6.40686 -0.06
C 3.66761 0.62719 8.17051 -0.04
H 7.03911 0.32087 8.18944 0.12
H 4.88699 -0.67849 6.02942 0.08
H 6.40316 0.17275 6.15495 0.08
H 4.94769 1.01306 5.75358 0.08
H 3.54607 0.86868 9.22646 0.09
H 3.34385 1.51635 7.62953 0.08
H 3.11975 -0.26522 7.86792 0.09
C -2.86805 -2.48841 -6.11900 -0.03
C -3.14600 -3.82916 -5.50647 -0.50
O -2.70836 -4.85722 -5.99927 0.06
C -3.92116 -3.78615 -4.19751 -0.03
H -3.82296 -1.99222 -5.94563 0.08
H -2.58030 -2.61805 -7.16231 0.08
H -2.02563 -2.06374 -5.57304 0.09
H -4.27449 -4.77859 -3.91766 0.08
H -4.86243 -3.25797 -4.34961 0.07
H -3.41527 -3.31939 -3.35234 0.09
C -7.27912 5.27581 2.27988 -0.03
C -5.85222 5.25302 2.68794 -0.51
O -5.35268 6.21871 3.26473 0.04
C -5.07647 3.98279 2.55451 -0.03
H -7.92015 6.01973 2.75292 0.09
H -7.65047 4.25540 2.37451 0.08
H -7.27408 5.46399 1.20626 0.09
H -5.04593 3.47429 3.51815 0.10
H -4.04749 4.31333 2.41288 0.08
H -5.39113 3.37102 1.70904 0.08
C -4.20284 2.07468 -3.20126 -0.08
C -3.93949 2.48289 -4.54869 -0.29
N -3.67189 2.77921 -5.65983 0.11
H -4.89933 2.79753 -2.77642 0.09
H -3.29947 2.09440 -2.59164 0.09
H -4.66415 1.08757 -3.17099 0.09
C -1.06063 -6.71145 3.95595 -0.08
C -0.91672 -6.56556 5.38952 -0.28
N -0.82713 -6.46110 6.56338 0.12
H -0.09025 -6.46345 3.52590 0.08
H -1.83239 -6.08949 3.50246 0.08
H -1.27152 -7.76864 3.79482 0.08
```

Its HOMO-LUMO gap is 3.722 eV. The total energy comes out at -66240.059 eV. The value obtained for the LUMO energy is -3.39 eV. As for the net charge: +1. The HOMO energy comes out at -0.26149 Eh.

---

2.
ORCA calculation (ωB97M-V/def2-TZVPD) on C32H77N4O5PS2Si8W as an isolated structure.

Geometry as XYZ:
```
130
Properties=species:S:1:pos:R:3:mulliken_spin:R:1
W 0.47467 -0.50091 -0.57972 1.46
O 2.74121 -1.62587 0.39715 -0.03
N 2.51512 -0.51337 -0.45551 0.10
C 3.63674 0.21843 -0.65067 -0.05
C 3.80760 1.38476 -1.34086 0.13
C 2.85572 2.17317 -2.07877 -0.06
C 1.53201 2.25163 -1.84944 0.09
C 0.96426 1.65461 -0.64254 0.01
S -0.76799 1.77434 -0.29513 -0.06
H 4.52594 -0.23424 -0.22685 -0.01
H 4.84692 1.67637 -1.43927 0.00
H 3.25855 2.74789 -2.90811 0.00
H 0.89117 2.76078 -2.56081 0.00
C -3.53913 3.59616 -1.18780 0.00
Si -3.31675 3.75304 0.66381 0.00
C -4.54681 2.56709 1.44231 0.00
C -3.78918 5.50095 1.15208 0.00
Si -1.10326 3.28536 1.31651 0.04
Si -1.08263 2.91520 3.63892 0.00
C -2.40989 4.11613 4.23447 0.00
C 0.47215 3.49224 4.51598 0.00
C -1.56398 1.19411 4.17850 0.00
Si 0.23107 5.10290 0.70672 0.00
C -0.20816 6.45877 1.93031 0.00
C 2.06041 4.78492 0.78191 0.00
C -0.25819 5.65395 -1.01015 0.00
H -4.58023 3.80182 -1.45494 0.00
H -3.28691 2.58985 -1.53096 0.00
H -2.89730 4.29229 -1.73465 0.00
H -5.56329 2.94481 1.29338 0.00
H -4.38878 2.43057 2.51455 0.00
H -4.47965 1.58494 0.96755 0.00
H -4.82858 5.69927 0.87169 0.00
H -3.15831 6.23880 0.64843 0.00
H -3.69441 5.66000 2.22889 0.00
H -2.14745 5.14774 3.97500 0.00
H -2.49335 4.06079 5.32478 0.00
H -3.39466 3.90769 3.81176 0.00
H 1.07131 4.15926 3.89146 0.00
H 1.09692 2.64635 4.80534 0.00
H 0.19261 4.03633 5.42299 0.00
H -2.64708 1.12797 4.31829 0.00
H -1.07404 0.95035 5.12418 0.00
H -1.26620 0.44760 3.43948 0.00
H 0.11712 6.20120 2.94289 0.00
H -1.28524 6.64416 1.96163 0.00
H 0.28671 7.39329 1.64740 0.00
H 2.32857 4.20077 1.66322 0.00
H 2.59227 5.74061 0.81492 0.00
H 2.39649 4.22145 -0.09218 0.00
H -1.30720 5.96160 -1.04711 0.00
H -0.11750 4.84626 -1.73407 0.00
H 0.35786 6.50185 -1.32353 0.00
C -1.63174 0.12147 -3.03672 0.00
C -0.18440 -0.06525 -2.61725 -0.07
O 0.64114 0.17567 -3.51456 0.15
H -1.93738 1.14312 -2.79357 -0.01
H -2.29383 -0.56507 -2.52580 -0.01
H -1.71101 -0.01758 -4.11490 0.01
C -0.08333 -2.45183 5.62060 0.00
C 0.68054 -2.80648 4.34260 0.00
C 0.94759 -1.61655 3.47781 0.00
N 0.44334 -1.44786 2.31890 -0.01
N 0.77597 -0.26143 1.69681 0.20
C 1.55594 0.54856 2.46868 0.01
N 1.93233 1.74612 2.18273 0.00
S 1.96182 -0.29325 3.98811 0.00
H -0.28575 -3.34632 6.21106 0.00
H -1.03450 -1.97084 5.38213 0.00
H 0.48944 -1.76026 6.24124 0.00
H 0.11081 -3.52091 3.74501 0.00
H 1.62946 -3.28416 4.60114 0.00
H 2.55930 2.11835 2.88461 0.00
H 1.55693 1.83121 0.25201 0.03
C -4.10139 -0.87823 -0.89399 -0.01
O -3.11162 -1.87569 -0.59715 0.01
P -1.72271 -1.46444 0.13038 0.05
O -2.28090 -0.72732 1.42853 0.02
C -3.37033 -1.19461 2.23349 0.00
O -1.24497 -2.94216 0.50167 0.03
C -1.92080 -3.83227 1.38627 0.00
H -5.02378 -1.14606 -0.37966 0.00
H -4.28382 -0.85795 -1.96591 0.00
H -3.79201 0.11657 -0.56775 0.01
H -4.00888 -0.34567 2.45971 0.00
H -2.96764 -1.59529 3.16259 0.00
H -3.95193 -1.96126 1.72388 0.00
H -1.82532 -3.47206 2.41143 0.00
H -1.43021 -4.79794 1.29900 0.00
H -2.97236 -3.93895 1.11781 0.00
C 3.63993 -0.65720 -4.00682 0.00
Si 2.39323 -2.02467 -4.16126 0.01
C 1.39722 -1.77580 -5.73140 0.01
C 3.41662 -3.58800 -4.40106 0.00
Si 0.82000 -2.17808 -2.37509 -0.10
Si 3.51002 -3.09896 0.23487 0.03
C 2.72229 -4.29213 -0.96256 0.09
C 3.28890 -3.83644 1.91973 0.00
C 5.30154 -2.91273 -0.20609 0.00
Si -0.71650 -3.79328 -3.24447 0.00
C 0.18606 -5.03870 -4.31464 0.00
C -1.55929 -4.82527 -1.92952 0.01
C -2.06700 -3.00629 -4.27657 0.00
H 4.21912 -0.59825 -4.93443 0.00
H 4.33179 -0.82937 -3.17878 0.00
H 3.14333 0.29769 -3.83424 0.00
H 2.07880 -1.74693 -6.58752 0.00
H 0.85699 -0.82950 -5.68136 0.00
H 0.67323 -2.57497 -5.90607 0.00
H 3.85765 -3.53172 -5.40198 0.00
H 2.85136 -4.51639 -4.33781 0.00
H 4.23991 -3.64311 -3.68366 0.00
H 1.68336 -4.49761 -0.67527 -0.02
H 3.26938 -5.24022 -0.91349 0.00
H 2.74565 -3.96498 -2.00373 -0.03
H 3.54824 -4.90026 1.90456 0.00
H 2.23841 -3.73786 2.20508 0.00
H 3.89986 -3.34251 2.68001 0.00
H 5.44348 -2.48031 -1.20070 0.00
H 5.76186 -3.90656 -0.20690 0.00
H 5.83580 -2.29170 0.51679 0.00
H 0.92777 -5.58736 -3.72680 0.00
H 0.69838 -4.59192 -5.16671 0.00
H -0.54279 -5.76133 -4.69396 0.00
H -0.85012 -5.18003 -1.17612 0.00
H -2.02067 -5.69906 -2.40074 0.00
H -2.33610 -4.25378 -1.42298 0.00
H -1.67024 -2.29392 -5.00380 0.00
H -2.77748 -2.47653 -3.63788 0.00
H -2.61126 -3.78340 -4.82113 0.00
```

Its spin multiplicity is 3. Its HOMO-LUMO gap (spin up / spin down) is 6.192 / 5.772 eV. The total energy comes out at -146440.956 eV. The value obtained for the LUMO energy (spin up / spin down) is -0.02 / -0.70 eV. The HOMO energy (spin up / spin down) comes out at -0.22836 / -0.23777 Eh. As for the energy above the lowest of the compared OMol25 structures with the same formula, charge and spin: 133.5 kJ/mol.

---

3.
ORCA calculation (ωB97M-V/def2-TZVPD) on a 8-piece molecular cluster, C32H77N9O8 overall.

Geometry as XYZ:
```
126
Properties=species:S:1:pos:R:3:lowdin_charge:R:1
C 2.39426 -4.20636 0.92462 -0.09
O 2.10975 -3.35500 -0.22235 -0.16
H 1.51766 -4.54949 1.43874 0.07
H 2.84406 -5.07598 0.48573 0.08
H 3.04069 -3.70754 1.57574 0.06
H 1.86760 -2.46668 0.07389 0.03
C 6.09783 -1.42001 -1.57580 -0.11
O 5.30854 -1.69115 -0.33235 -0.15
H 5.53003 -1.61172 -2.49547 0.08
H 6.31502 -0.35397 -1.50426 0.07
H 7.06136 -1.88715 -1.68421 0.06
H 4.76503 -2.47946 -0.50609 0.06
C -1.71803 2.41589 -6.55490 -0.06
C -2.78635 1.58223 -5.95593 -0.51
C -3.38690 0.58348 -6.93355 -0.14
C -4.23239 -0.44957 -6.21405 -0.20
C -3.40431 -1.12395 -5.16350 -0.15
C -2.85111 -0.22318 -4.05128 -0.49
N -2.08532 0.81698 -4.82529 -0.04
O -1.61351 1.76909 -3.83184 -0.06
C -4.03013 0.27881 -3.15352 -0.01
C -1.78557 -0.95716 -3.24283 -0.04
C -3.89726 2.61264 -5.54674 -0.03
H -0.92762 1.77108 -7.00753 0.10
H -1.16793 3.04326 -5.83593 0.08
H -2.14801 2.98752 -7.36725 0.09
H -3.87541 1.20483 -7.68258 0.12
H -2.59230 -0.00371 -7.39787 0.12
H -4.75159 -1.13931 -6.87886 0.12
H -5.11699 -0.00600 -5.76569 0.10
H -2.63146 -1.69740 -5.66534 0.12
H -3.99764 -1.91525 -4.57560 0.15
H -4.92478 0.30857 -3.78090 0.06
H -4.31329 -0.43458 -2.41118 0.06
H -3.89305 1.21451 -2.63152 0.08
H -2.20507 -1.91646 -2.95332 0.08
H -0.88594 -1.12275 -3.82065 0.08
H -1.55373 -0.33797 -2.37236 0.06
H -4.72173 2.24998 -4.96911 0.05
H -4.38528 3.11224 -6.38909 0.09
H -3.32906 3.27184 -4.82341 0.09
H -0.70827 1.90304 -4.05146 0.05
C 2.34316 3.89918 3.23673 -0.03
C 3.05598 2.50619 3.63428 -0.46
C 4.57873 2.61382 3.27258 -0.15
C 5.40366 1.53760 3.86234 -0.17
C 5.25686 1.60210 5.38656 -0.14
C 3.77511 1.50039 5.86541 -0.50
N 3.00856 2.50248 5.11790 -0.05
O 1.60946 2.16664 5.43581 -0.06
C 3.40568 -0.01150 5.75558 -0.04
C 3.72969 1.82092 7.38716 -0.03
C 2.25968 1.40093 2.98044 -0.04
H 1.33582 4.18789 3.72191 0.10
H 2.18696 3.94576 2.14941 0.05
H 3.04189 4.67711 3.51980 0.06
H 4.59914 2.70152 2.20200 0.11
H 5.00595 3.56356 3.55584 0.11
H 6.45668 1.71113 3.66878 0.11
H 5.18480 0.51390 3.55697 0.12
H 5.69325 2.45758 5.79177 0.09
H 5.77061 0.79067 5.91541 0.12
H 3.98841 -0.54436 6.49381 0.07
H 2.36927 -0.26907 6.03043 0.09
H 3.44094 -0.45438 4.77031 0.06
H 2.68886 1.81285 7.77151 0.09
H 4.24652 0.98827 7.85296 0.07
H 4.25010 2.76073 7.57435 0.08
H 2.11892 0.40832 3.39575 0.08
H 2.76001 1.18090 2.00436 0.08
H 1.27828 1.80299 2.72389 0.07
H 1.24315 2.89279 5.96129 0.10
C -3.15621 0.41242 0.75509 -0.01
C -2.53258 -0.26150 2.02627 -0.48
C -3.64994 -0.42356 3.11017 -0.13
C -4.64811 -1.54404 2.84480 -0.21
C -3.94060 -2.88701 2.74639 -0.12
C -2.84435 -2.75074 1.58876 -0.45
N -1.91097 -1.59387 1.88024 -0.08
O -1.04554 -1.46497 0.78533 -0.07
C -1.94120 -3.97351 1.69406 -0.06
C -3.51682 -2.75289 0.18369 -0.02
C -1.40425 0.61979 2.60953 -0.03
H -2.92334 1.43376 0.72685 0.05
H -4.23737 0.24622 0.80792 0.08
H -2.78883 -0.01397 -0.17932 0.05
H -3.17346 -0.61861 4.05884 0.11
H -4.22691 0.50470 3.14750 0.12
H -5.12669 -1.39711 1.88526 0.08
H -5.49701 -1.65426 3.49669 0.11
H -4.66726 -3.68540 2.43805 0.13
H -3.53378 -3.10750 3.72708 0.11
H -1.42110 -4.13910 0.76843 0.05
H -1.10493 -3.83754 2.39618 0.09
H -2.52109 -4.89872 1.90557 0.10
H -3.64924 -3.75562 -0.19161 0.08
H -4.48998 -2.24040 0.20411 0.08
H -2.92900 -2.37033 -0.63135 0.05
H -1.71597 1.68272 2.58130 0.09
H -0.45528 0.44083 2.12791 0.04
H -1.35453 0.32989 3.71137 0.10
H -0.13357 -1.46475 1.12183 0.07
C -0.17190 -4.92954 -2.73561 -0.59
O -0.84156 -5.70154 -3.52087 -0.06
N 0.34358 -3.72197 -3.15882 0.14
N 0.30560 -5.27840 -1.44857 0.14
H 0.51078 -2.97596 -2.49172 0.09
H 0.01317 -3.43668 -4.06052 0.09
H 1.00355 -4.55843 -1.17945 0.06
H -0.21561 -6.03421 -1.03435 0.10
C 1.05819 3.87115 -2.13126 -0.57
O 1.18850 2.81767 -2.80532 -0.02
N 1.69223 4.07928 -0.92316 0.17
N 0.19153 4.88901 -2.63383 0.13
H 2.44896 3.47785 -0.76957 0.06
H 1.77706 4.98929 -0.46604 0.12
H -0.01533 5.52619 -1.87589 0.08
H -0.71690 4.47309 -2.89513 0.10
C 1.57458 0.23532 -0.30220 -0.67
O 1.55181 -0.65523 0.53737 -0.02
N 2.79180 0.64096 -0.74833 0.18
N 0.44911 0.81353 -0.71486 0.23
H 3.53657 -0.02259 -0.47624 0.10
H 3.00490 1.29986 -1.50025 0.10
H -0.38817 0.44511 -0.30944 0.08
H 0.42955 1.26016 -1.60337 0.06
```

The SMILES is CC1(C)CCCC(C)(C)N1O.CC1(C)CCCC(C)(C)N1O.CC1(C)CCCC(C)(C)N1O.NC(N)=O.NC(N)=O.NC(N)=O.CO.CO. Its HOMO-LUMO gap is 8.746 eV. The total energy comes out at -64221.417 eV. The value obtained for the LUMO energy is 0.12 eV. The HOMO energy comes out at -0.31687 Eh. As for the energy above the lowest of the compared OMol25 structures with the same formula, charge and spin: 19.7 kJ/mol.